(1)
Molecular formula: C12H20OSi
Method: DFT, the ωB97M-V functional and the def2-TZVPD basis

**Energy above the lowest of the compared OMol25 structures with the same formula, charge and spin**: 133.48 kcal/mol
**M**: 208.4 g mol⁻¹
**E_LUMO**: 0.43 eV
**E_tot**: -22687.9447 eV
**Structure (SMILES)**: C=CO/[Si](=C/C)C(=C)C.C=C=C(C)C

Geometry as ORCA input:
```
! RIJCOSX wB97M-V def2-TZVPD def2/J DEFGRID3
* xyz 0 1
H 1.44983 -1.17536 -3.65661
H -2.74645 -0.64378 -2.14367
C 2.62035 -2.01871 0.58715
H 0.62579 0.95154 -2.72434
H -0.07843 -1.44546 -2.70385
H 1.78250 -1.72917 -2.17264
C -2.88531 0.99696 0.44414
H 0.07930 -1.19274 2.14711
C 2.56957 -0.55781 0.85316
H -4.15132 -0.83374 -1.03061
H 3.46529 -2.26888 -0.02007
H -1.33008 -1.83139 2.82380
Si 1.85865 0.48614 -0.52964
H 2.51575 -2.37529 1.62504
H 3.06631 -0.53106 2.98955
H -2.43791 1.16660 1.44743
H -0.88591 4.02681 0.33193
H -0.33879 3.37505 -1.26525
H 2.89070 1.02020 2.14825
C -0.91265 -1.35298 1.96473
C -3.09074 -1.03261 -1.16168
O 1.63145 1.89642 0.28094
C 0.75538 2.84312 0.62292
C 2.96608 -0.04503 2.04268
H -3.95606 1.01448 0.65806
H 0.85617 3.00256 1.64221
C 1.02160 0.21225 -2.06259
C -0.10229 3.42807 -0.15550
C 0.99956 -1.13629 -2.67788
C -2.44358 -0.45011 0.13586
H -3.01565 -2.09416 -1.10290
H -2.83129 1.72472 -0.35974
C -1.68031 -1.05352 0.95707
H 1.73247 -2.37685 0.06496
*
```

Mulliken atomic charge list, values in e, 5 entries:
1. H 0.37
2. H 0.25
3. C -1.41
4. H 0.37
5. H 0.10

---

(2)
Molecular formula: C12H21AuBF2NO3PS2
Method: DFT, the ωB97M-V functional and the def2-TZVPD basis

**<S²>**: 0.755
**Energy above the lowest of the compared OMol25 structures with the same formula, charge and spin**: 34.41 kcal/mol
**M**: 568.2 g mol⁻¹
**E_LUMO (spin up / spin down)**: 0.30 / -1.67 eV
**E_tot**: -61184.3991 eV

Geometry as ORCA input:
```
! RIJCOSX wB97M-V def2-TZVPD def2/J DEFGRID3
* xyz 0 2
H -0.12760 -0.59969 -3.73044
H 1.11378 -2.29232 3.21831
C 2.27587 -3.10573 1.59236
H 0.69075 1.04600 2.25846
C 1.50595 1.77151 2.31126
C -2.96853 1.50816 0.27821
C -1.67899 -0.32015 -0.87662
B 2.24321 2.84481 -1.58609
F 2.30941 3.77160 -0.60739
H -2.99938 2.09710 1.20006
H -1.71110 0.03713 1.21653
C 2.84361 1.11358 2.04045
O -1.93505 3.26091 -1.09962
C -2.50072 -2.25442 -2.01958
C -0.83318 -0.85556 -2.95261
H -1.76707 3.74902 -0.28550
H 3.05856 0.32519 2.76547
O 2.91289 0.55771 0.71419
H -0.81231 1.23351 0.28788
H -3.86358 0.87724 0.28886
C -3.06542 2.42800 -0.92893
H -3.16478 -1.62530 -0.07567
N -0.84972 -0.04828 -1.90238
C -1.71601 0.62214 0.29350
H -1.57237 -2.59809 -3.93505
H -3.98432 3.02125 -0.85965
H 3.65367 1.83887 2.07975
H 1.31611 2.56222 1.58677
H 0.67982 -3.94070 2.74886
C -2.51277 -1.42542 -0.91628
S 1.89113 -2.68437 -2.14126
H 0.17677 -2.57858 1.74208
H 1.50688 2.20129 3.31453
H 3.04209 -3.57052 2.21124
H -3.13153 1.83873 -1.84596
S 2.85806 -0.97635 -1.64676
C -1.64435 -1.96068 -3.06564
Au 0.73107 1.50071 -1.74170
H -3.14612 -3.12178 -2.06300
H 2.13735 -3.72067 0.70282
F 3.20838 3.01187 -2.50045
P 2.00192 -0.73315 0.35949
C 0.98167 -2.96374 2.36804
O 2.84597 -1.84307 1.20148
*
```

Mulliken atomic charge list, values in e, 5 entries:
1. H 0.40
2. H 0.27
3. C -0.17
4. H 0.11
5. C -0.68

---

(3)
Molecular formula: C12H21BF6N3O7
Method: DFT, the ωB97M-V functional and the def2-TZVPD basis

**M**: 444.1 g mol⁻¹
**E_LUMO**: -5.31 eV
**E_tot**: -48562.6418 eV

Geometry as ORCA input:
```
! RIJCOSX wB97M-V def2-TZVPD def2/J DEFGRID3
* xyz 1 1
H 2.85978 6.37969 -2.91889
C 1.53828 2.07088 1.18688
H -3.31429 1.51297 0.26622
H -2.22346 -5.16596 -0.47629
C -0.32448 -7.00545 1.70686
O 0.87631 6.11615 -2.31007
C 0.46127 -8.27183 1.38220
H -0.60398 2.47308 1.06934
H 1.04634 -0.75322 -0.62907
C -2.13827 -4.83212 0.55955
B -2.39360 0.13134 1.35483
H 0.52138 6.67915 -4.89027
O -2.51965 -0.97123 0.49052
N -0.19576 0.56667 2.07749
C -0.03623 4.35471 -1.06269
C 1.03436 4.82472 -2.04007
H -3.44397 -6.32233 1.37958
C 1.85306 6.69841 -3.19519
H -1.12304 -4.45149 0.68931
H 0.36658 -2.39276 1.75211
H 1.60391 5.29912 -4.82795
H 1.77310 3.12176 0.93039
O -1.47244 0.24245 2.44139
F -0.09458 3.01058 -0.98781
H 1.80349 7.77624 -3.04305
N 0.92732 -1.56341 1.58374
C 1.69907 1.16080 -0.09070
H 1.61723 1.75031 -1.03413
C 0.06883 1.98018 1.80643
H -2.54363 -0.67408 -0.42990
F 1.76963 -8.11478 1.57888
F -1.25696 4.77227 -1.39903
O 0.10131 -6.07382 2.32607
F 0.06940 -9.29688 2.14641
O 1.90818 4.13129 -2.47318
H 0.01687 2.57256 2.75525
C 0.44659 -0.35071 1.21876
F 0.19339 4.80668 0.17951
F 0.30144 -8.64958 0.10885
O -1.56819 -7.09544 1.23007
H 1.92761 -1.61250 1.76483
H -2.31632 -5.66687 2.55386
N 0.65827 0.06117 -0.13972
H 2.69524 0.64565 -0.03884
C -2.41929 -5.97596 1.51203
C 1.53893 6.37221 -4.64146
H 2.21720 1.64417 1.97475
H 2.23534 6.87988 -5.30901
H -2.83767 -4.01154 0.72614
O -3.30390 1.21686 1.18502
*
```

Mulliken atomic charge list, values in e, 5 entries:
1. H 0.32
2. C -0.76
3. H 0.30
4. H 0.32
5. C 0.36

---

The records above give, respectively, F_max values of 4.299; 1.244; 4.147 eV/A.